a | DFT (ωB97M-V with the def2-TZVPD basis set) results for 7 unconnected molecules or ions with the total composition CH16O7.

Last columns: bonded neighbours and bond lengths (Å).
Cartesian coordinates (Å):
1 C -0.1515 1.8220 0.0731  O2 1.464, H3 1.072, H4 1.083, H5 1.097
2 O 1.3002 1.6480 -0.0031  C1 1.464, H6 0.958
3 H -0.4419 2.3672 -0.8025  C1 1.072
4 H -0.5839 0.8307 0.1260  C1 1.083
5 H -0.4218 2.4213 0.9516  C1 1.097
6 H 1.7690 2.3040 0.5146  O2 0.958
7 O 1.5667 -0.7130 1.3688  H8 0.964, H9 0.971
8 H 2.4610 -1.0273 1.5442  O7 0.964
9 H 1.6237 0.0851 0.8186  O7 0.971
10 O -0.9778 -1.8579 2.1123  H11 0.961, H12 0.967
11 H -1.1254 -1.6549 3.0398  O10 0.961
12 H -0.0946 -1.5274 1.8972  O10 0.967
13 O 2.4581 0.4038 -2.1815  H14 0.977, H15 0.961
14 H 2.0424 1.0503 -1.5778  O13 0.977
15 H 2.2960 0.7187 -3.0751  O13 0.961
16 O -2.0530 -1.4148 -0.1395  H17 0.965, H18 0.970
17 H -1.7368 -1.7410 0.7114  O16 0.965
18 H -1.2989 -1.4698 -0.7473  O16 0.970
19 O -2.8338 1.2051 -0.6324  H20 0.960, H21 0.982
20 H -3.7873 1.1501 -0.7318  O19 0.960
21 H -2.5981 0.3795 -0.1560  O19 0.982
22 O 0.4872 -1.7572 -1.0992  H23 0.962, H24 0.969
23 H 1.1758 -1.6340 -1.7598  O22 0.962
24 H 0.9250 -1.5887 -0.2515  O22 0.969

Structure (SMILES): CO.O.O.O.O.O.O
HOMO-LUMO gap in eV: 10.397
HOMO level in eV: -10.2335

***

b | DFT (ωB97M-V with the def2-TZVPD basis set) results for 7 unconnected molecules or ions with the total composition CH16O7.

Last columns: bonded neighbours and bond lengths (Å).
Cartesian coordinates (Å):
1 O 0.4060 51.2440 2.8710  H2 0.976, H3 0.992, H4 1.129
2 H -0.1740 51.3530 3.6480  O1 0.976
3 H 1.0940 51.9540 2.9520  O1 0.992
4 H 0.9900 50.2920 3.0380  O1 1.129
5 C 1.8740 48.5840 2.0500  O6 1.472, H7 1.009, H8 0.955, H9 1.061
6 O 1.4510 48.8760 3.4290  C5 1.472
7 H 1.9690 47.6070 1.8180  C5 1.009
8 H 2.6100 49.1410 1.8030  C5 0.955
9 H 1.0830 48.7130 1.3550  C5 1.061
10 O 2.2860 53.1420 3.6400  H11 1.026, H12 0.949
11 H 2.1670 54.1050 3.9720  O10 1.026
12 H 3.1480 52.7560 3.7300  O10 0.949
13 O 4.0530 50.2520 3.6480  H14 1.012, H15 1.053
14 H 3.3790 49.5530 3.3630  O13 1.012
15 H 4.6830 50.2450 2.8040  O13 1.053
16 O -0.8080 51.8170 4.8060  H17 0.936, H18 0.942
17 H -0.7460 51.3990 5.6410  O16 0.936
18 H -1.0850 52.6490 5.1510  O16 0.942
19 O 1.7690 51.8680 0.7380  H20 0.981, H21 0.996
20 H 1.3960 51.4300 -0.0570  O19 0.981
21 H 2.7390 51.6420 0.7350  O19 0.996
22 O 0.0760 47.3280 4.5260  H23 0.988, H24 0.952
23 H 0.2180 47.5640 5.4750  O22 0.988
24 H 0.8240 47.8880 4.3450  O22 0.952

HOMO-LUMO gap in eV: 8.013
HOMO level in eV: -8.1588

***

Verdict on stability: b comes out at the bottom.

***

a | DFT (ωB97M-V with the def2-TZVPD basis set) results for C16H25N5O2 in the gas phase.

Last columns: bonded neighbours and bond lengths (Å).
Cartesian coordinates (Å):
1 C -2.8602 4.8093 0.2906  C2 1.525, H24 1.088, H25 1.088, H26 1.086
2 C -2.2773 4.4937 -1.0830  C1 1.525, C3 1.535, H27 1.092, H28 1.092
3 C -2.1952 2.9888 -1.3763  C2 1.535, C4 1.530, H29 1.092, H30 1.092
4 C -0.8127 2.3769 -1.1424  C3 1.530, C5 1.526, H31 1.094, H32 1.093
5 C -0.3603 2.4281 0.3138  C4 1.526, C6 1.533, H33 1.090, H34 1.091
6 C 0.9531 1.6747 0.5522  C5 1.533, N7 1.444, H35 1.089, H36 1.093
7 N 0.8027 0.2581 0.3187  C6 1.444, C8 1.361, C16 1.393
8 C 0.9597 -0.5038 -0.7978  N7 1.361, N9 1.351, N14 1.334
9 N 1.5213 -0.1158 -1.9634  C8 1.351, C10 1.454, C13 1.456
10 C 2.6172 0.8299 -2.0980  N9 1.454, C11 1.531, H37 1.097, H38 1.093
11 C 3.4188 0.3197 -3.2982  C10 1.531, C12 1.526, H39 1.090, H40 1.088
12 C 2.3638 -0.4065 -4.1278  C11 1.526, C13 1.522, H41 1.090, H42 1.087
13 C 1.5215 -1.0811 -3.0538  N9 1.456, C12 1.522, H43 1.096, H44 1.091
14 N 0.4530 -1.7304 -0.6642  C8 1.334, C15 1.347
15 C -0.0560 -1.7657 0.5826  N14 1.347, C16 1.386, N22 1.362
16 C 0.1348 -0.5561 1.2307  N7 1.393, C15 1.386, C17 1.422
17 C -0.2865 -0.3395 2.5716  C16 1.422, O18 1.217, N19 1.401
18 O -0.1732 0.6532 3.2672  C17 1.217
19 N -0.9092 -1.4926 3.0665  C17 1.401, C20 1.380, H45 1.014
20 C -1.1232 -2.7164 2.4661  N19 1.380, O21 1.212, N22 1.377
21 O -1.6754 -3.6224 3.0513  C20 1.212
22 N -0.6702 -2.8299 1.1703  C15 1.362, C20 1.377, C23 1.445
23 C -0.8308 -4.0696 0.4456  N22 1.445, H46 1.090, H47 1.088, H48 1.090
24 H -3.8784 4.4331 0.3629  C1 1.088
25 H -2.8838 5.8851 0.4519  C1 1.088
26 H -2.2738 4.3571 1.0850  C1 1.086
27 H -1.2829 4.9367 -1.1695  C2 1.092
28 H -2.9082 4.9709 -1.8363  C2 1.092
29 H -2.9285 2.4609 -0.7637  C3 1.092
30 H -2.4590 2.8129 -2.4217  C3 1.092
31 H -0.0820 2.8991 -1.7665  C4 1.094
32 H -0.8419 1.3347 -1.4707  C4 1.093
33 H -0.2050 3.4621 0.6216  C5 1.090
34 H -1.1286 1.9953 0.9565  C5 1.091
35 H 1.7379 2.0778 -0.0856  C6 1.089
36 H 1.2399 1.7956 1.6001  C6 1.093
37 H 2.2198 1.8314 -2.3046  C10 1.097
38 H 3.2284 0.8668 -1.1923  C10 1.093
39 H 4.1807 -0.3864 -2.9666  C11 1.090
40 H 3.9047 1.1288 -3.8392  C11 1.088
41 H 1.7614 0.3129 -4.6829  C12 1.090
42 H 2.7929 -1.1207 -4.8261  C12 1.087
43 H 1.9663 -2.0275 -2.7259  C13 1.096
44 H 0.4945 -1.2806 -3.3624  C13 1.091
45 H -1.2444 -1.4309 4.0211  N19 1.014
46 H -1.3960 -3.8893 -0.4685  C23 1.090
47 H -1.3633 -4.7642 1.0922  C23 1.088
48 H 0.1470 -4.4723 0.1810  C23 1.090

Structure (SMILES): CCCCCCn1c(N2CCCC2)nc2c1c(=O)[nH]c(=O)n2C
HOMO-LUMO gap in eV: 8.240
HOMO level in eV: -7.6687

***

b | DFT (ωB97M-V with the def2-TZVPD basis set) results for C16H25N5O2 in the gas phase.

Last columns: bonded neighbours and bond lengths (Å).
Cartesian coordinates (Å):
1 C -0.2055 -0.1924 5.0638  C2 1.319, H24 1.076, H25 1.078
2 C -0.1009 -0.0869 3.7533  C1 1.319, C3 1.502, H26 1.083
3 C -0.0329 -1.2575 2.8139  C2 1.502, N4 1.456, H27 1.092, H28 1.093
4 N 1.1551 -1.2366 1.9718  C3 1.456, C5 1.366, H29 1.013
5 C 1.4784 -0.2042 1.1379  N4 1.366, N6 1.331, N17 1.357
6 N 2.7502 0.1653 1.0101  C5 1.331, C7 1.348
7 C 2.7433 1.1178 0.0555  N6 1.348, C8 1.383, N15 1.359
8 C 1.4590 1.3445 -0.4050  C7 1.383, C9 1.422, N17 1.390
9 C 1.1689 2.3181 -1.4007  C8 1.422, O10 1.220, N11 1.402
10 O 0.0804 2.6114 -1.8680  C9 1.220
11 N 2.3330 2.9661 -1.8359  C9 1.402, C12 1.454, C13 1.386
12 C 2.1301 3.9763 -2.8615  N11 1.454, H30 1.090, H31 1.086, H32 1.090
13 C 3.6321 2.7630 -1.3981  N11 1.386, O14 1.214, N15 1.379
14 O 4.5680 3.3936 -1.8462  C13 1.214
15 N 3.8136 1.8051 -0.4230  C7 1.359, C13 1.379, C16 1.446
16 C 5.1367 1.5352 0.0939  N15 1.446, H33 1.088, H34 1.090, H35 1.090
17 N 0.6441 0.4775 0.3133  C5 1.357, C8 1.390, C18 1.443
18 C -0.7600 0.3018 0.0305  N17 1.443, C19 1.530, H36 1.093, H37 1.094
19 C -1.0313 -1.0307 -0.6710  C18 1.530, C20 1.526, H38 1.093, H39 1.092
20 C -2.5263 -1.2435 -0.8914  C19 1.526, C21 1.527, H40 1.092, H41 1.092
21 C -2.8075 -2.5717 -1.5907  C20 1.527, C22 1.529, H42 1.093, H43 1.092
22 C -4.2881 -2.7855 -1.9069  C21 1.529, C23 1.524, H44 1.092, H45 1.092
23 C -5.1482 -2.9729 -0.6623  C22 1.524, H46 1.087, H47 1.088, H48 1.088
24 H -0.2469 0.6718 5.7040  C1 1.076
25 H -0.2668 -1.1517 5.5514  C1 1.078
26 H -0.0336 0.8841 3.2795  C2 1.083
27 H -0.0083 -2.1931 3.3767  C3 1.092
28 H -0.9203 -1.2739 2.1756  C3 1.093
29 H 1.9918 -1.5152 2.4698  N4 1.013
30 H 1.6668 3.5180 -3.7351  C12 1.090
31 H 3.0971 4.3987 -3.1198  C12 1.086
32 H 1.4637 4.7511 -2.4823  C12 1.090
33 H 5.8399 2.1653 -0.4467  C16 1.088
34 H 5.3773 0.4825 -0.0515  C16 1.090
35 H 5.1686 1.7603 1.1600  C16 1.090
36 H -1.0490 1.1278 -0.6239  C18 1.093
37 H -1.3402 0.3773 0.9553  C18 1.094
38 H -0.6231 -1.8518 -0.0764  C19 1.093
39 H -0.5146 -1.0315 -1.6329  C19 1.092
40 H -3.0371 -1.2198 0.0733  C20 1.092
41 H -2.9190 -0.4248 -1.4976  C20 1.092
42 H -2.4509 -3.3935 -0.9648  C21 1.093
43 H -2.2426 -2.6001 -2.5253  C21 1.092
44 H -4.6600 -1.9338 -2.4804  C22 1.092
45 H -4.3828 -3.6737 -2.5359  C22 1.092
46 H -5.1651 -2.0702 -0.0574  C23 1.087
47 H -4.7652 -3.7900 -0.0543  C23 1.088
48 H -6.1719 -3.2078 -0.9445  C23 1.088

Structure (SMILES): C=CCNc1nc2c(c(=O)n(C)c(=O)n2C)n1CCCCCC
HOMO-LUMO gap in eV: 8.490
HOMO level in eV: -7.7892

***

Verdict on stability: b comes out at the bottom.

***

a | DFT (ωB97M-V with the def2-TZVPD basis set) results for 2 unconnected molecules or ions with the total composition C10H16.

Last columns: bonded neighbours and bond lengths (Å).
Cartesian coordinates (Å):
1 C -1.2194 1.6585 0.8553  C2 1.504, H8 1.091, H9 1.091, H10 1.093
2 C 0.2370 1.3333 0.6664  C1 1.504, C3 1.407, C7 1.384
3 C 0.9692 0.4502 1.4804  C2 1.407, C4 1.373, H11 1.088
4 C 2.3038 0.1818 1.3006  C3 1.373, C5 1.400, H12 1.082
5 C 2.9432 0.7088 0.1726  C4 1.400, C6 1.361, H13 1.087
6 C 2.2216 1.3960 -0.7545  C5 1.361, C7 1.420, H14 1.081
7 C 0.8759 1.7592 -0.4851  C2 1.384, C6 1.420, H15 1.086
8 H -1.4702 2.6889 1.1101  C1 1.091
9 H -1.7097 1.0318 1.6013  C1 1.091
10 H -1.6550 1.5239 -0.1378  C1 1.093
11 H 0.5062 0.0111 2.3613  C3 1.088
12 H 2.9032 -0.2159 2.1092  C4 1.082
13 H 4.0258 0.7227 0.0725  C5 1.087
14 H 2.6547 1.9070 -1.6028  C6 1.081
15 H 0.5135 2.3919 -1.2905  C7 1.086
16 C -2.6418 -2.3377 0.2383  C17 1.563, H19 1.093, H20 1.092, H21 1.092
17 C -1.8417 -1.5175 -0.8255  C16 1.563, C18 1.556, H22 1.094, H23 1.082
18 C -1.8950 -2.3364 -2.1469  C17 1.556, H24 1.079, H25 1.096, H26 1.091
19 H -3.0184 -1.7405 1.0732  C16 1.093
20 H -3.5431 -2.7625 -0.2092  C16 1.092
21 H -2.1026 -3.2386 0.5398  C16 1.092
22 H -0.8713 -1.6188 -0.3305  C17 1.094
23 H -2.2922 -0.5342 -0.8353  C17 1.082
24 H -2.6676 -3.0875 -2.0841  C18 1.079
25 H -0.9283 -2.8060 -2.3625  C18 1.096
26 H -1.8389 -1.6217 -2.9688  C18 1.091

Structure (SMILES): Cc1ccccc1.CCC
HOMO-LUMO gap in eV: 10.020
HOMO level in eV: -9.0429

***

b | DFT (ωB97M-V with the def2-TZVPD basis set) results for 2 unconnected molecules or ions with the total composition C10H16.

Last columns: bonded neighbours and bond lengths (Å).
Cartesian coordinates (Å):
1 C -3.1800 0.5767 -0.9288  C2 1.465, H8 1.142, H9 1.091, H10 1.046
2 C -1.7845 0.2107 -1.1856  C1 1.465, C3 1.390, C7 1.460
3 C -0.6976 0.7124 -0.4791  C2 1.390, C4 1.407, H11 1.065
4 C 0.5509 0.2791 -0.9621  C3 1.407, C5 1.335, H12 1.095
5 C 0.7611 -0.7173 -1.8249  C4 1.335, C6 1.493, H13 1.036
6 C -0.3929 -1.3599 -2.5210  C5 1.493, C7 1.405, H14 1.061
7 C -1.6451 -0.7863 -2.2436  C2 1.460, C6 1.405, H15 1.071
8 H -3.5796 1.6457 -0.9659  C1 1.142
9 H -3.4523 0.2028 0.0594  C1 1.091
10 H -3.7627 0.0643 -1.6296  C1 1.046
11 H -0.9253 1.3316 0.3576  C3 1.065
12 H 1.5093 0.7306 -0.6843  C4 1.095
13 H 1.6896 -0.9957 -2.1900  C5 1.036
14 H -0.0881 -2.0406 -3.2750  C6 1.061
15 H -2.5078 -1.1935 -2.7314  C7 1.071
16 C 1.4831 1.4919 2.5122  C17 1.506, H19 1.188, H20 1.076, H21 1.118
17 C 1.4968 -0.0131 2.4559  C16 1.506, C18 1.587, H22 1.101, H23 1.057
18 C 2.5822 -0.7783 3.3245  C17 1.587, H24 1.071, H25 1.054, H26 1.100
19 H 1.7083 2.0245 1.4741  C16 1.188
20 H 0.8308 2.1549 3.0542  C16 1.076
21 H 2.2711 1.9753 3.1416  C16 1.118
22 H 1.8050 -0.3869 1.4675  C17 1.101
23 H 0.5288 -0.3043 2.7665  C17 1.057
24 H 2.6152 -1.8336 3.5026  C18 1.071
25 H 2.9175 -0.2668 4.1828  C18 1.054
26 H 3.3962 -0.8050 2.5852  C18 1.100

Structure (SMILES): Cc1ccccc1.CCC
HOMO-LUMO gap in eV: 9.853
HOMO level in eV: -8.8510

***

Verdict on stability: b comes out at the bottom.